13 unconnected molecules or ions with the total composition C33H85N6O20 at a distorted geometry, computed with ωB97M-V with the def2-TZVPD basis set.

Geometry as XYZ:
```
144
C33H85N6O20 | the Open Molecules 2025 dataset | ωB97M-V with the def2-TZVPD basis set
H -11.2492 26.3798 27.1038
H -4.7514 25.6523 23.0270
C -10.8847 27.9859 28.4648
H -7.2257 24.0520 38.1418
H -9.6506 31.9885 35.5003
C -12.2861 17.4837 27.7880
C -10.2279 28.1606 30.9080
N -3.5684 25.1914 31.3999
H -20.9191 26.6802 28.1225
H -1.8920 23.6558 30.2506
H -4.9176 23.7683 24.8128
C -19.6576 27.1633 26.6909
H -18.1268 28.8090 26.8529
H -7.3779 22.9196 34.7807
H -9.1249 25.5807 30.3845
H -15.0534 27.2066 29.6638
C -13.0980 26.8962 28.0492
H -3.7908 34.0666 29.5899
H -13.0682 33.3345 26.2653
H -20.4463 20.2053 26.2570
O -13.2425 23.0330 22.6435
H -19.0716 20.9181 31.2664
C -19.0713 28.6059 26.3481
H -20.4661 26.9921 25.9801
C -4.8891 33.7118 31.4421
H -13.7358 26.3449 27.3583
O -5.7697 32.7449 32.0725
O -18.4578 20.7202 25.9095
O -6.1542 26.6591 24.1830
H -8.5008 22.8410 38.6712
H -0.5411 24.8847 30.3082
H -19.1933 22.1069 33.4551
O -10.2779 34.2288 38.1845
O -14.4092 18.5783 28.0887
H -9.2049 22.4482 36.2782
O -14.4794 32.4629 25.0492
H -20.0893 21.6459 25.1235
C -19.8585 20.6296 25.4429
H -3.7024 24.1906 31.3803
N -16.1313 31.1326 32.8653
H -5.0167 32.7089 29.5377
H -11.3632 28.8906 28.8398
H -13.3928 36.0926 25.7601
H -9.8898 25.1957 28.8839
O -5.8706 23.7359 24.7022
O -21.2625 19.6790 23.6584
H -10.2907 30.7599 37.6585
H -16.9162 31.7374 33.0607
H -1.6713 24.7147 29.0037
H -11.9480 27.9178 26.5618
O -9.5058 31.2150 37.3449
H -19.0165 28.6723 25.2615
H -8.5961 25.2626 37.1385
O -9.0460 24.7089 37.7808
H -4.2279 25.8886 31.7148
N -12.0015 26.6000 30.2950
O -16.2419 21.3328 32.6606
H -14.8324 32.7425 24.2014
C -13.2236 21.1473 23.9698
H -12.6188 34.4254 23.5383
C -8.2240 22.8020 36.5956
H -17.6288 21.2659 30.4728
C -17.4381 21.2689 32.5576
H -11.7382 24.4140 28.7245
H -5.6835 26.4904 25.0025
N -13.0951 18.6056 29.7774
O -19.9386 29.6983 26.5389
H -10.7762 29.0940 31.0344
C -5.8237 25.6106 23.2184
C -1.5915 24.6913 30.0905
H -5.9371 23.5444 22.6927
N -18.0844 21.1096 31.3606
H -11.7525 16.8510 28.4973
H -19.1909 20.5819 33.9137
H -6.1343 26.0610 22.2757
H -9.2390 28.5655 30.6930
H -15.6422 30.6512 33.6063
H -9.7339 34.9339 38.5431
H -12.7701 24.0148 30.1186
C -9.9464 32.2718 36.5104
H -11.6181 18.1221 27.2099
H -2.9289 31.6542 30.4893
C -13.1543 34.4823 24.4860
H -8.4713 33.6617 37.1849
H -11.0297 32.2320 36.3964
H -19.7661 30.2043 25.7415
O -7.4476 23.5140 35.5314
H -17.9308 21.7540 34.6204
H -12.5575 16.7321 27.0467
O -12.1290 26.2528 31.5800
H -7.3557 24.1370 23.3277
C -11.7700 27.2806 27.4281
H -6.6638 33.0817 32.1660
C -13.9185 22.2380 23.2251
H -18.9315 26.4199 26.3620
H -15.9970 31.8971 29.6312
C -18.4505 21.3638 33.7453
H -17.4382 31.2749 30.1448
H -12.2802 20.9090 23.4786
C -13.3580 18.2734 28.5629
H -8.7097 26.4500 29.0265
H -13.6269 19.3792 30.1499
C -8.1892 23.5850 37.9380
C -15.7018 31.2167 31.5844
O -2.3479 26.8582 30.5795
C -13.0748 26.0346 29.3861
C -2.5602 25.6784 30.6886
H -15.7367 22.9402 22.6501
H -14.6301 26.2080 31.0331
H -9.5740 34.3142 36.1331
H -19.1415 19.6056 23.5580
H -10.1449 27.7418 31.9109
H -15.7889 22.0293 24.0800
C -14.5532 26.2808 29.9482
C -9.5934 26.0359 29.5119
C -10.6683 27.1844 29.7961
O -2.9039 32.5771 30.2264
H -13.3889 23.9911 28.5172
H -15.1516 25.3928 29.7446
C -16.5950 31.8408 30.5408
H -9.9685 28.3470 27.9976
H -19.7752 18.5819 24.6688
H -4.1618 33.9094 32.2295
H -16.8597 32.8399 30.8869
H -13.9072 20.3290 24.1958
H -5.4790 34.5870 31.1698
C -6.2786 24.2359 23.4629
H -7.6753 21.8959 36.8523
C -19.9617 19.5812 24.2754
H -17.9198 19.9870 26.2167
O -14.6100 30.7904 31.2681
H -14.1491 34.7482 24.1288
H -13.5818 27.8532 28.2449
C -13.1981 33.1090 25.2068
N -15.2245 22.3883 23.3233
O -19.9910 26.9044 28.0231
H -12.8538 21.6232 24.8780
C -12.7225 24.5527 29.1718
C -9.5459 33.6571 37.0024
H -12.6603 17.9382 30.3984
C -4.2377 33.2169 30.1061
H -12.3550 32.4726 24.9382
H -21.2230 19.3502 22.7573
O -12.6438 35.6039 25.4112
```

Summary:
Net charge: +1
2S+1: 1
Orbital gap: 0.169 Eh

***

11 unconnected molecules or ions with the total composition C33H88O11 at a distorted geometry, computed with ωB97M-V with the def2-TZVPD basis set.

Geometry as XYZ:
```
132
C33H88O11 | the Open Molecules 2025 dataset | ωB97M-V with the def2-TZVPD basis set
O 10.4160 11.4235 8.3871
H 16.7497 13.7748 11.5473
H 13.5414 15.6624 14.4038
O 9.7584 15.8993 13.7833
H 12.4533 20.3461 13.9617
C 12.8080 8.2462 17.3907
C 12.9540 19.6889 13.2633
H 6.5316 15.5413 14.6488
H 9.3619 10.5416 14.6542
H 11.4690 8.4511 11.3932
H 6.6774 10.9631 11.2865
H 9.3261 8.7829 14.5723
C 16.2529 10.6550 13.0978
C 14.8684 14.9572 8.5622
H 12.2592 11.9757 7.5221
H 8.3293 16.7500 8.4171
C 12.5759 10.3880 8.7047
H 11.4006 17.1996 9.0340
C 12.6348 13.9200 13.6658
H 12.8848 15.8203 19.8283
H 8.4033 9.7921 13.4034
H 13.9370 14.5280 18.9742
C 10.7648 8.5298 12.2497
H 8.9517 18.3772 8.8679
H 5.5649 13.3203 11.4042
H 9.7784 8.2123 11.8582
H 14.0241 10.2783 15.1817
H 12.2976 12.0474 13.0661
H 7.6939 17.6635 15.7900
H 12.4948 9.5920 7.9304
H 17.2890 10.5021 13.5022
O 11.9255 17.5531 14.1387
H 9.9864 17.5423 10.9330
H 13.3770 14.2013 21.7652
H 11.9509 9.9330 14.4141
H 14.6262 14.2975 14.7279
H 14.4539 9.9337 18.8800
H 13.0942 11.9007 21.6655
H 13.7408 17.5227 12.2641
C 7.0540 11.3320 10.3255
O 8.3260 13.3248 9.5283
H 16.9312 11.2148 11.2348
C 14.7000 15.7924 9.8750
H 11.5689 15.7802 10.0680
H 11.4229 13.5822 9.3333
C 13.2135 12.4521 20.7320
C 16.8555 13.0741 12.4075
H 10.2275 11.0450 7.5315
C 9.6498 16.8127 10.1794
H 17.9531 13.0196 12.7465
O 13.4659 9.5956 15.6566
C 12.0955 18.4396 13.0030
H 7.6512 17.5275 9.8214
H 14.2206 12.2797 20.2788
H 11.3354 13.8801 22.1399
H 16.1524 15.3599 6.8392
H 15.4865 10.9542 13.8166
H 15.8581 9.7816 12.5988
H 14.3072 16.8202 9.6176
O 15.2504 13.6244 8.8329
C 15.9279 15.7544 7.8550
H 9.0904 12.7370 9.3781
H 14.9663 13.3311 9.6889
O 11.4164 14.0037 21.1386
H 12.7215 7.2506 16.9297
H 13.9726 15.2582 10.4793
H 16.8925 15.7688 8.3589
H 11.0587 18.7630 12.8403
H 11.0463 7.7494 12.9966
H 14.5022 14.9124 13.1013
H 16.2688 13.4423 13.3242
H 12.5124 13.2683 15.7172
O 12.9637 12.7332 12.9835
C 12.7794 13.9099 20.8565
H 12.2658 16.6972 11.9264
H 11.0461 12.8890 14.7955
H 12.7271 7.9608 18.3962
C 12.9928 14.7598 19.5802
H 7.8665 14.5445 15.2375
H 10.2621 10.5960 12.1552
C 11.8450 13.6100 14.9457
H 14.8618 10.9931 17.4330
C 14.1231 10.3101 17.8772
H 15.6807 15.9369 10.3454
O 15.0442 11.8741 11.4483
H 11.8462 12.2579 10.4622
C 6.2130 13.6722 10.5845
H 13.6943 10.6080 8.7845
C 16.3275 11.6767 12.0076
H 9.1773 16.6705 16.0952
O 11.6683 10.3044 13.5562
H 12.2850 9.8706 9.6206
H 15.5526 16.7961 7.7272
H 11.1145 16.9618 13.9326
H 6.3010 11.3260 9.5051
H 13.8783 19.4586 13.7677
H 12.6891 18.0153 10.8658
H 13.8994 14.9268 8.0333
H 8.0127 17.0120 13.3039
H 9.6648 15.6722 12.7894
H 11.4628 14.6173 15.1997
H 13.1843 20.1813 12.3444
H 13.1201 12.9485 9.6546
C 8.4101 16.3550 14.1311
H 8.8220 15.0489 10.3159
C 8.6360 17.2231 15.3200
C 7.5137 15.1812 14.4120
C 10.4993 9.8348 12.9144
C 7.4981 12.8344 10.5807
C 8.5546 17.4340 9.2611
H 5.7205 13.5835 9.5864
H 10.6056 15.6417 8.6577
H 8.1098 12.9333 11.4390
H 12.2099 14.5869 18.8205
H 14.8385 8.5071 16.8160
C 12.7163 17.6932 11.8813
C 12.0754 12.7013 9.5090
C 9.3251 9.6915 13.9586
O 9.0314 15.8023 10.9271
H 9.2444 18.0811 14.9726
H 7.9065 10.6707 9.9374
H 14.3552 12.0487 12.1751
H 11.8323 8.6993 17.1943
H 12.4914 11.9713 20.0886
H 6.5245 14.6634 10.8897
C 10.8612 16.3137 9.4638
H 13.2224 10.9286 17.8279
H 7.3958 14.5687 13.5169
H 11.9873 14.4410 12.9797
C 13.9513 14.7471 13.9753
C 13.9750 9.1429 16.9491
C 11.8295 11.6267 8.4456
```

Summary:
2S+1: 1
Orbital gap: 0.371 Eh

***

9 unconnected molecules or ions with the total composition C34H102N19O13P5 at a distorted geometry, computed with ωB97M-V with the def2-TZVPD basis set.

Geometry as XYZ:
```
173
C34H102N19O13P5 | the Open Molecules 2025 dataset | ωB97M-V with the def2-TZVPD basis set
H -5.9921 -2.2354 -1.5701
P 3.9970 7.6898 1.8737
H 5.8390 9.2541 0.1309
N 4.7727 -8.2734 -0.9391
H -3.2581 4.0704 2.1501
C -5.2875 0.3097 -1.9114
H 8.7247 2.1483 3.8904
H 2.9724 -9.8827 -3.4116
H 3.6558 6.7624 4.5325
H -5.8172 0.3290 -4.4949
C -9.3516 -2.4930 -1.3703
N -7.1053 -1.1951 -3.9936
H -0.1254 -1.3544 -6.3714
H 0.7566 1.1211 2.3253
O 0.1760 -0.9889 1.3914
H -5.3929 -0.4903 6.9695
C 8.3141 -8.9644 -2.1890
H -1.1121 -2.0318 -5.1061
H 1.1504 -6.4121 -7.6399
H 5.0582 -6.2435 -1.4731
C 8.1630 1.2679 3.5781
H 8.1633 -8.4038 -3.1115
C -7.2238 1.2748 -0.6854
O 1.9472 -1.8498 2.2102
N 0.3896 -4.4069 -7.7187
N 3.1351 9.0180 1.2553
C -6.6081 -0.2214 -5.0045
H -2.3691 4.7167 3.6402
H 6.6395 5.8254 0.1743
O 5.6832 -8.1717 -3.5610
H -4.1482 8.1680 7.3676
H 4.6968 -8.8358 1.0686
H 0.9479 -3.9564 6.4131
H -0.6171 -2.8027 -8.7236
C -4.2704 6.5482 2.3412
H 5.9307 -6.7394 -0.0198
N -4.2663 7.3058 5.5250
C -4.6280 -0.8406 6.2764
O -3.1795 -1.1212 8.0503
H 4.9957 5.3634 0.7210
H 1.1379 -1.1200 -9.5007
H -0.5026 -6.1948 -8.1336
N 5.4113 7.3846 1.0056
H -2.5243 7.1158 4.3905
H 8.7433 0.3453 3.5765
H 6.2809 -10.1386 0.2721
H 4.5901 7.9548 5.4777
H 2.6736 -1.7686 -9.7887
H 1.2516 9.2655 1.9769
H -8.6260 -1.7803 -5.2858
H -2.2566 6.8387 6.1398
C 4.5644 7.3638 4.5622
C -7.8627 -2.2378 -4.6564
C 0.5730 -4.8035 5.8386
N -6.7416 0.3970 -1.7302
H 5.9929 -12.0580 -2.6105
C 2.9972 9.2644 -0.1389
H -6.1313 8.2017 4.1372
H 2.5068 9.5355 3.1635
H 6.6489 8.8710 3.5736
C -3.3125 4.4225 3.1802
H 0.0604 -5.9387 -6.3980
N -6.5182 6.2391 4.6284
H -10.0951 -1.7980 -1.7605
C 0.2620 -5.8064 -7.4610
O -2.2827 -0.8575 6.0807
H 0.3957 -1.0846 -4.6950
H -8.3599 5.4343 4.0817
H 1.2100 -2.8677 -9.7761
H 6.9860 8.5894 1.3335
C -6.9243 7.4577 4.0627
C 1.7230 -2.0215 -9.3191
C -6.8834 -2.6295 -1.0819
H 3.9778 -10.0608 0.0363
H -6.1245 -0.5927 -5.9081
H -5.6626 7.3746 7.0607
H -7.7818 7.8454 4.6128
H -6.8294 2.2808 -0.8289
H -4.5422 -0.2520 5.3630
H 6.2004 5.6120 1.8903
P -7.9024 -0.5024 -2.6271
O 0.9403 -6.7562 7.1100
H -6.7718 -2.4653 -0.0101
H 3.7678 -1.4827 -7.3736
H 7.8200 1.3481 2.5466
H 5.5278 9.9770 2.7483
O -0.9623 -5.7640 7.1867
N -8.0208 -1.8496 -1.5234
C 5.6377 9.2779 3.5773
H 5.9796 -10.9994 -4.0062
C -7.5180 5.2394 4.7460
H -5.3933 8.9230 6.2118
H 3.5691 8.4662 -0.6122
H 2.8489 -9.8626 -1.7434
N 1.1709 -0.9118 2.0574
O -9.2427 0.1305 -2.8890
H -0.2820 -4.1127 -4.2177
H -4.9628 -1.8255 5.9509
C 5.8652 5.9885 0.9239
H 8.0215 -9.8641 0.1925
P 1.6160 -3.5213 -6.9190
H -0.2297 -4.4441 5.1947
H -4.8144 1.2506 -2.1926
H 7.2529 -11.3191 -0.5190
O 7.0294 0.4891 5.4982
H -2.4751 8.4654 5.5288
C 5.3417 -11.4732 -3.2602
O 3.1429 6.4762 1.9736
H 4.6694 -12.1863 -3.7373
H 8.9588 -9.8238 -2.3729
H -6.9481 -3.7120 -1.1915
H -5.0052 -0.4214 -2.6690
N 4.6085 8.2011 3.4224
C 7.1625 -10.2445 -0.3600
H 1.2072 -5.2424 5.0684
H 8.8134 -8.2831 -1.5001
H -4.5452 7.5781 2.5690
H -9.4526 -3.4299 -1.9182
N -3.2487 -0.9120 6.8372
H -1.4526 -3.5259 -7.2551
H -5.1569 6.3175 1.7504
H 1.4111 -4.6391 -4.4101
H 1.0268 -3.1441 -3.4482
O 6.2037 2.1519 4.2960
H -7.0992 -2.7563 -5.2364
H 1.9461 9.1144 -0.3853
H -7.0591 4.2676 4.5640
H 3.3909 10.2251 -0.4707
H -3.6779 3.6104 3.8088
H 1.7568 0.4574 3.6249
H -7.3800 0.4706 -5.3412
H 2.8489 -11.4482 -2.4270
C 4.0784 -8.9855 0.1836
O -4.8432 4.7692 6.0161
C -0.0832 -1.7907 -5.3734
N 7.0514 -9.4555 -1.6163
H -4.8331 0.1052 -0.9420
H 4.1856 -6.6007 0.0517
O 2.8631 -4.3433 -6.6617
C 3.2904 -10.4583 -2.5424
H 6.9592 7.9676 -0.3413
C 5.0159 -6.8866 -0.5941
H -9.4627 -2.7415 -0.3148
P -4.9039 5.8319 5.0408
H 2.7378 -0.1317 -7.7649
C -0.8436 -3.6968 -8.1428
N 0.7543 -2.9819 -5.5141
N 7.0335 1.2407 4.5005
H -8.1652 -3.0133 -3.9527
H -7.2386 7.3302 3.0268
C 2.2375 9.7074 2.1214
H 5.2870 9.8699 4.4226
C 1.5745 0.4367 2.5505
C 0.7528 -3.7785 -4.2911
N 4.6982 -10.4167 -2.4930
P 5.5690 -9.0097 -2.3038
H 2.4750 -0.8885 -6.2234
N -4.2773 5.5192 3.4051
N 1.8692 -2.1022 -7.8631
H -6.9433 0.8515 0.2791
H -8.3107 1.3155 -0.7571
H 2.1631 10.7611 1.8525
H -1.3859 -4.3105 -8.8621
C -4.9159 8.0263 6.6070
N 0.1652 -5.8698 6.7854
C 2.7558 -1.0954 -7.2560
H 5.3660 6.6425 4.4033
H 2.4602 0.7576 2.0021
H 3.0819 -8.6322 0.4488
H -3.3502 6.5411 1.7570
C 6.3534 8.3575 0.4767
C -2.7932 7.4311 5.3987
H -7.9454 5.1832 5.7472
```

Summary:
2S+1: 1
Orbital gap: 0.287 Eh

***

no.,HOMO (eV)
1,-11.092
2,-9.484
3,-8.083